C27H19CrNO3 | the ωB97M-V functional and the def2-TZVPD basis

ORCA input file:
```
! wB97M-V def2-TZVPD RIJCOSX def2/J DEFGRID3
* xyz 1 4
C 0.796 -2.408 3.599
C 0.256 -1.031 3.505
C 1.205 0.004 3.435
N 2.029 0.845 3.388
C -1.126 -0.704 3.570
C -2.151 -1.701 3.623
C -3.493 -1.344 3.682
C -3.871 0.009 3.699
C -2.885 1.004 3.669
C -1.538 0.662 3.598
H 0.026 -3.177 3.667
H 1.426 -2.615 2.722
H 1.449 -2.484 4.483
H -1.868 -2.756 3.618
H -4.253 -2.127 3.720
H -4.926 0.283 3.740
H -3.161 2.060 3.703
H -0.782 1.452 3.578
O 1.822 2.637 -5.777
C 0.966 2.604 -4.986
Cr -0.506 2.234 -3.819
C 0.142 0.471 -3.950
O 0.587 -0.591 -4.137
C -1.415 1.791 -5.443
O -1.786 1.411 -6.481
C -1.268 4.210 -3.276
C -0.015 4.011 -2.679
C 0.226 2.858 -1.925
C -0.793 1.903 -1.682
C -0.470 0.642 -1.025
C -0.045 -0.408 -0.542
C 0.291 -1.622 -0.010
C 1.641 -2.090 -0.025
C 1.999 -3.418 0.351
C 3.330 -3.824 0.370
C 4.348 -2.920 0.021
C 4.019 -1.619 -0.383
C 2.687 -1.216 -0.428
C -2.026 2.093 -2.353
C -2.277 3.250 -3.103
H -1.448 5.096 -3.889
H 0.787 4.740 -2.814
H 1.215 2.678 -1.492
H -0.475 -2.289 0.393
H 1.197 -4.119 0.607
H 3.584 -4.845 0.667
H 5.394 -3.225 0.061
H 4.795 -0.906 -0.663
H 2.407 -0.216 -0.757
H -2.791 1.316 -2.263
H -3.255 3.389 -3.568
*
```

Computed properties:
E_tot: -2364.84041 a.u.
molecular weight: 457.45 g mol⁻¹
LUMO energy (alpha / beta): -0.12295 / -0.21599 hartree
HOMO energy (alpha / beta): -0.3512 / -0.4264 Eh
maximum force: 4.697 eV/Å
⟨S²⟩: 3.868